[1]
{
  "formula": "C20H25N5O4",
  "method": "ωB97M-V/def2-TZVPD",
  "multiplicity": 1,
  "charge": 0,
  "smiles": "CCOC(=O)N1CCN(c2c(N3CCN(c4ccccn4)CC3)c(=O)c2=O)CC1",
  "symbols": ["O", "C", "C", "H", "C", "C", "H", "H", "O", "H", "H", "N", "H", "N", "C", "H", "H", "O", "H", "H", "C", "H", "H", "H", "C", "C", "N", "H", "C", "C", "H", "C", "C", "H", "H", "C", "H", "C", "H", "C", "H", "C", "H", "H", "H", "H", "C", "H", "O", "N", "C", "N", "C", "C"],
  "coordinates": [[3.2094, -0.2380, 2.3425], [-5.4520, 1.1495, 0.3019], [-2.6225, -0.6642, -1.3361], [3.0926, -2.9540, -1.9051], [4.2849, -1.4514, -0.8455], [1.6051, -2.3079, 0.1226], [-1.9928, -1.2443, 0.6456], [-0.8605, -1.7136, -0.6522], [0.8428, 2.9607, -0.8730], [4.6211, -0.4506, -1.1132], [5.1193, -2.1511, -0.9637], [-4.9111, -1.1437, -0.0871], [-3.3353, 2.4715, -0.4310], [-3.4662, 0.4336, -0.9215], [3.5098, 2.7784, 1.2612], [5.6284, 2.3189, 1.2517], [-2.1589, -0.3982, -2.2921], [3.0167, 1.1165, -2.5393], [-7.2776, 1.5223, 1.3390], [3.1499, -1.3627, -2.6960], [-4.6052, 0.1513, -0.2093], [-6.2099, -2.5537, 0.5784], [3.4380, 2.9737, 0.1944], [3.4160, -3.4567, 0.5811], [3.0948, -1.8743, -1.7359], [-6.0316, -1.4870, 0.5223], [-0.7724, 0.2868, -0.0569], [-2.2286, 1.9036, -1.6884], [1.4759, -0.2313, -1.1402], [-2.7000, 1.6432, -0.7344], [1.1649, -3.2758, -0.1413], [1.0438, 1.7868, -1.0903], [-1.6044, 1.4123, 0.3194], [-7.8215, -0.9074, 1.5581], [-5.2202, 2.1961, 0.1913], [2.1093, 0.9442, -1.7563], [2.5835, 2.3189, 1.5979], [-6.6122, 0.7701, 0.9401], [-3.2452, -1.5497, -1.4553], [0.4007, 0.5294, -0.6625], [-0.9836, 2.3020, 0.4189], [4.6856, 1.8611, 1.5577], [2.7816, -2.5057, 1.9476], [-2.0710, 1.1815, 1.2832], [0.9157, -1.7576, 0.7620], [3.6427, 3.7208, 1.7845], [2.9438, -2.5144, 0.8699], [4.7171, 1.6145, 2.6241], [4.6168, 0.6479, 0.8067], [3.8497, -1.4407, 0.5357], [-6.9219, -0.5799, 1.0632], [1.8422, -1.5348, -1.0873], [3.8267, -0.3164, 1.3055], [-1.5246, -0.9301, -0.2924]],
  "atomic_forces_ev_per_a": [[-0.2, 0.2, 0.3], [0.0, 0.1, 0.1], [0.2, -0.4, 0.0], [0.0, 0.0, 0.0], [0.2, 0.1, -0.2], [0.0, -0.2, 0.2], [0.0, -0.1, 0.0], [0.0, 0.0, 0.1], [0.0, -0.3, -0.3], [0.0, -0.2, -0.1], [0.0, 0.0, -0.1], [0.3, 0.1, -0.1], [0.0, 0.0, -0.1], [0.2, 0.0, -0.3], [0.2, -0.4, -0.1], [-0.1, -0.1, 0.1], [0.0, 0.0, 0.0], [-0.1, 0.0, 0.3], [0.0, 0.1, 0.0], [0.0, -0.1, 0.0], [-0.4, -0.2, 0.1], [-0.1, -0.1, 0.1], [0.0, 0.1, -0.1], [0.0, 0.0, 0.0], [0.3, 0.0, -0.2], [-0.3, 0.0, 0.2], [0.4, 0.1, 0.1], [0.0, 0.1, 0.1], [-0.3, -0.1, 0.3], [0.2, 0.2, 0.3], [0.0, 0.1, 0.1], [-0.1, 0.7, 0.4], [-0.3, 0.5, 0.0], [-0.1, -0.1, 0.0], [0.0, 0.1, 0.0], [0.4, 0.0, -0.7], [-0.1, 0.0, 0.0], [0.1, -0.1, 0.0], [0.2, 0.1, -0.1], [0.0, -0.4, -0.1], [0.0, -0.1, 0.0], [-0.1, 0.4, 0.4], [0.0, -0.1, -0.1], [0.0, 0.0, 0.0], [0.0, 0.0, 0.0], [0.0, 0.1, 0.1], [-0.1, 0.1, 0.2], [0.1, 0.0, -0.2], [-0.1, -0.2, -0.2], [0.0, -0.1, -0.1], [-0.1, 0.0, 0.0], [-0.3, 0.3, -0.3], [0.2, -0.1, 0.0], [-0.3, -0.2, -0.3]],
  "nbo_charge": [-0.665, -0.307, -0.236, 0.197, -0.238, -0.226, 0.210, 0.215, -0.569, 0.254, 0.195, -0.504, 0.216, -0.418, -0.638, 0.189, 0.196, -0.575, 0.216, 0.247, 0.389, 0.190, 0.224, 0.196, -0.238, 0.070, -0.401, 0.207, 0.110, -0.220, 0.199, 0.433, -0.236, 0.220, 0.214, 0.424, 0.219, -0.142, 0.256, 0.130, 0.251, -0.067, 0.252, 0.199, 0.221, 0.217, -0.239, 0.196, -0.520, -0.452, -0.315, -0.411, 0.898, -0.227]
}

[2]
{
  "formula": "C12H22N9O5Tc",
  "method": "ωB97M-V/def2-TZVPD",
  "multiplicity": 2,
  "charge": 1,
  "s_squared": 0.75,
  "symbols": ["H", "H", "C", "Tc", "N", "N", "H", "H", "H", "C", "C", "H", "H", "C", "O", "C", "H", "C", "N", "N", "H", "O", "H", "H", "H", "H", "H", "O", "O", "C", "N", "C", "N", "H", "H", "C", "C", "H", "H", "H", "N", "N", "N", "H", "C", "C", "H", "H", "O"],
  "coordinates": [[0.1283, 2.8452, 3.0729], [1.1941, 1.7422, 4.8077], [0.7537, -3.2755, -0.0705], [-0.1185, -0.2920, -0.1707], [1.7179, -4.2101, -0.1585], [-0.5169, -3.6745, 0.1028], [-0.3388, 2.5661, 5.2122], [-0.8623, 3.0741, -0.8487], [-2.2129, -0.4003, 3.7012], [1.7506, 0.6990, 0.0096], [0.9893, 2.7405, 1.3005], [0.0874, 1.0415, 5.9724], [-1.2651, -2.9847, 0.0549], [0.1392, 1.5965, 5.0397], [1.0847, -2.0642, -0.1285], [-2.9161, 3.0391, -0.3210], [0.4169, 4.5965, 1.9925], [-3.7041, 1.9642, 0.0162], [-1.5989, 1.2447, -0.3333], [1.6055, 2.1424, 0.3264], [-3.1795, 4.0764, -0.4388], [-5.6543, 3.2106, 0.3326], [3.4635, -3.1977, 0.4251], [3.2450, -3.3415, -1.3250], [-1.8325, -0.0287, 5.3776], [-0.8511, -1.2188, 4.5109], [1.9452, 2.7778, -0.3828], [-2.0284, -1.3385, -0.1012], [-5.8201, 1.0223, 0.6659], [-0.1705, 0.9003, 2.6900], [-0.3462, -0.0407, 1.8364], [-3.0509, -0.6151, 0.1750], [-0.5330, 0.8231, 3.9994], [1.7599, 4.6094, 0.9525], [2.4244, 0.6806, -0.8495], [3.1089, -3.8497, -0.3710], [-5.1552, 2.1151, 0.3486], [-5.2489, 0.2098, 0.6400], [-0.7573, -4.6489, 0.0708], [3.7003, -4.7612, -0.3683], [0.3505, 2.1678, 2.3611], [-1.6659, 2.5719, -0.5128], [0.9569, 4.1100, 1.2979], [1.4604, -5.1804, -0.1592], [-2.8304, 0.8574, -0.0199], [-1.3966, -0.2748, 4.4133], [2.2909, 0.2280, 0.8369], [-0.6663, -0.8942, 2.2842], [-4.1467, -1.0180, 0.5510]],
  "atomic_forces_ev_per_a": [[0.0, 0.0, 0.0], [0.0, 0.0, 0.0], [0.0, 0.0, 0.0], [0.0, 0.0, 0.0], [0.0, 0.0, 0.0], [0.0, 0.0, 0.0], [0.0, 0.0, 0.0], [0.0, 0.0, 0.0], [0.0, 0.0, 0.0], [0.0, 0.0, 0.0], [0.0, 0.0, 0.0], [0.0, 0.0, 0.0], [0.0, 0.0, 0.0], [0.0, 0.0, 0.0], [0.0, 0.0, 0.0], [0.0, 0.0, 0.0], [0.0, 0.0, 0.0], [0.0, 0.0, 0.0], [0.1, 0.0, 0.1], [0.0, 0.0, 0.0], [0.0, 0.0, 0.0], [0.0, 0.0, 0.0], [0.0, 0.0, 0.0], [0.0, 0.0, 0.0], [0.0, 0.0, 0.0], [0.0, 0.0, 0.0], [0.0, 0.0, 0.0], [0.0, 0.0, 0.0], [-0.1, 0.0, 0.0], [0.0, 0.1, 0.0], [0.0, 0.0, 0.0], [0.0, -0.1, 0.0], [0.0, 0.0, 0.0], [0.0, 0.0, 0.0], [0.0, 0.0, 0.0], [0.0, 0.0, 0.0], [0.0, 0.0, 0.0], [0.0, -0.1, 0.0], [0.0, 0.0, 0.0], [0.0, 0.0, 0.0], [0.0, 0.0, 0.0], [0.0, 0.0, 0.0], [0.0, 0.0, 0.0], [0.0, 0.0, 0.0], [0.0, 0.0, 0.0], [0.0, 0.0, 0.0], [0.0, 0.0, 0.0], [0.0, 0.0, 0.0], [0.0, 0.0, 0.0]],
  "nbo_charge": [0.418, 0.215, 0.800, 0.835, -0.599, -0.825, 0.200, 0.417, 0.228, -0.564, 0.652, 0.239, 0.452, -0.429, -0.704, 0.019, 0.409, -0.239, -0.244, -0.491, 0.256, -0.577, 0.209, 0.207, 0.232, 0.203, 0.410, -0.766, -0.662, 0.624, -0.661, 0.782, -0.420, 0.417, 0.201, -0.407, 0.779, 0.511, 0.400, 0.218, -0.600, -0.319, -0.806, 0.402, 0.045, -0.424, 0.204, 0.391, -0.639]
}

[3]
{
  "formula": "C33H68N4O4S2",
  "method": "ωB97M-V/def2-TZVPD",
  "multiplicity": 1,
  "charge": 0,
  "smiles": "CCCOC1=C(CCCSC(=S)N(CC)CC)C(=O)OC1=O.CCN(CC)CC.CCN(CC)CC.CCN(CC)CC",
  "symbols": ["H", "H", "C", "H", "H", "C", "O", "C", "H", "H", "H", "H", "C", "H", "C", "H", "H", "C", "H", "C", "H", "H", "H", "H", "H", "H", "H", "H", "H", "H", "H", "H", "H", "C", "O", "H", "H", "H", "C", "H", "H", "S", "H", "H", "S", "H", "H", "H", "H", "H", "H", "C", "C", "H", "H", "C", "H", "H", "O", "C", "H", "C", "C", "H", "C", "C", "H", "C", "H", "H", "C", "C", "H", "H", "H", "H", "H", "C", "C", "H", "H", "H", "H", "C", "H", "C", "C", "O", "H", "N", "C", "H", "H", "C", "C", "H", "H", "H", "C", "C", "H", "C", "H", "N", "C", "C", "H", "N", "H", "N", "H"],
  "coordinates": [[-7.0048, 0.7459, -0.1372], [6.8918, 0.4138, -4.2516], [8.9494, -0.2060, 4.9728], [8.5268, 2.0661, -5.1663], [-4.6134, 1.4806, -0.4522], [7.1220, 0.2313, 3.2892], [-0.2247, -5.2285, 0.7672], [3.5137, -4.4211, 0.9972], [-0.4120, -2.8624, 2.3107], [3.7957, 1.3701, -3.2961], [9.4542, -0.5569, 3.9548], [-10.9605, 4.0002, 1.1124], [-10.8687, 2.9083, 1.1535], [-1.9120, -2.3082, -0.7473], [8.6070, -1.5726, 5.8117], [-9.9301, 2.7291, 1.6939], [0.0157, 1.2530, 0.9438], [8.7402, 1.5088, -4.2492], [-11.8553, 3.9195, -1.0729], [-13.0886, 2.1654, -1.1331], [-4.1889, -2.0092, 0.2460], [-5.3671, 0.2515, -3.5460], [4.8892, -0.0305, -3.2868], [-4.9228, -2.2175, -1.3379], [-11.3075, 2.7078, -2.1781], [9.6580, -2.0864, 6.0497], [7.2037, 0.6224, 6.8095], [4.6663, -3.0884, 2.4473], [7.9989, -2.3793, 5.2046], [-13.6334, 2.3965, -2.0539], [-9.5734, -0.5736, -1.5367], [7.0977, -1.0966, -0.0210], [8.1103, -1.3882, 6.8686], [-10.3774, 0.9551, -0.2408], [4.1323, -6.4542, -0.6811], [-6.6334, -0.7915, -0.9145], [-2.9748, -3.7093, -0.9450], [-9.0765, 1.0654, -1.9820], [6.3119, -1.4535, 0.8020], [-11.8746, 2.6615, 3.0438], [-13.6974, 2.5327, -0.3039], [7.0836, -1.4891, 2.5491], [-4.7861, -1.4253, -3.4643], [5.6753, -4.6200, 1.8678], [6.3908, 1.4832, 2.3426], [5.1329, 2.5408, -1.6177], [6.6811, -3.5856, -0.0284], [7.1508, 3.6925, -4.3047], [-12.0441, 1.2593, 1.9898], [5.8830, 1.8635, -5.6828], [-0.7267, -0.4608, 2.6080], [6.7447, 0.7617, 5.7267], [-4.8881, 0.4213, -0.3824], [-13.0233, 1.0751, -1.0636], [-6.4978, 0.7326, -1.8180], [2.1215, -4.0026, 1.3882], [0.4141, -2.3374, 0.6255], [5.3968, -0.7121, 0.7316], [1.8423, -5.9545, -0.3218], [5.4568, 2.7452, -5.1942], [-4.8556, 0.1966, 0.6917], [6.2471, 3.1734, -3.9630], [-2.8239, -2.6648, -1.2376], [-3.9766, -0.2499, -4.4947], [-4.4747, -0.3781, -3.5286], [-11.7192, 2.8342, -1.1694], [3.9103, 0.3503, -1.8716], [5.5951, 1.6741, -2.1051], [-2.5299, -0.3792, -2.6475], [9.7237, 0.4854, 5.5234], [0.4841, -2.2605, 1.8101], [0.6130, 0.2524, 0.7856], [-3.3830, 1.1098, -2.4350], [-9.5507, 0.7709, 0.4569], [7.7738, 0.3885, -2.7310], [6.0730, 1.1183, -1.2878], [5.6796, 3.9502, -3.4335], [-9.9129, 0.4651, -1.6093], [0.3682, -0.6382, 2.1764], [5.7476, 2.6124, 6.8235], [1.7605, 0.3989, 0.6031], [-11.2141, 0.3320, 0.0950], [9.3402, 2.1417, -3.5871], [6.0789, 2.2942, 5.7345], [1.1216, -0.3395, 3.0252], [-4.0341, -1.8314, -0.8258], [4.4939, 0.7931, -2.6866], [1.7361, -2.8776, 2.3022], [6.9327, 3.0345, 5.3933], [-10.7145, 2.3804, -0.2050], [4.9470, -3.7560, 1.4995], [5.4606, 3.5542, -5.9313], [-10.7194, 0.4928, -2.3482], [1.0932, -5.0656, 0.6162], [-12.0083, 2.3517, 2.0011], [5.8222, 0.0261, 5.6213], [-12.9768, 2.7396, 1.6794], [0.1646, -0.2680, -0.1687], [3.2613, -5.6761, -0.0314], [7.4633, 1.0404, -3.5574], [9.3505, 0.6434, -4.5288], [5.7472, -2.9327, 0.3270], [5.2005, 2.4094, 4.9576], [6.6488, 2.1310, -3.0156], [-3.5225, 0.0210, -2.4071], [-6.3309, 0.2569, -0.8496], [-2.6671, -2.6497, -2.3203], [-3.8647, -0.3927, -1.0443], [5.0837, -2.7815, -0.6479], [7.7503, 0.6390, 4.6034], [4.4111, 2.5403, -4.9537]],
  "atomic_forces_ev_per_a": [[0.1, 0.0, -0.1], [0.0, -0.1, -0.1], [0.6, -1.1, -0.5], [0.0, 0.0, 0.1], [0.1, -0.2, -0.2], [-1.1, 2.6, -1.1], [9.0, 1.3, -1.0], [-4.1, 0.5, 0.5], [1.9, 1.3, -1.2], [0.1, -0.1, 0.0], [-1.0, 0.9, 2.2], [0.0, -0.1, -0.2], [0.3, -0.1, -0.1], [-0.1, 0.0, -0.1], [1.3, -0.5, 0.6], [0.0, -0.1, -0.2], [1.6, -1.8, -0.5], [0.0, 0.1, -0.1], [0.2, -0.2, 0.2], [-0.4, 0.0, 0.0], [-0.1, 0.3, -0.1], [0.0, -0.2, 0.0], [0.0, 0.1, 0.0], [-0.1, -0.1, 0.0], [0.1, -0.1, 0.2], [-2.2, 1.1, -0.5], [-0.5, 0.1, -2.6], [0.6, -1.4, -2.3], [1.0, 1.9, 1.1], [0.0, 0.0, 0.1], [-0.1, 0.1, 0.0], [-1.6, -0.7, 2.1], [0.9, -0.3, -2.4], [0.0, 0.2, -0.2], [-5.3, 5.4, 4.5], [0.1, 0.1, 0.0], [0.0, 0.2, 0.0], [-0.2, 0.0, 0.1], [-1.0, 0.7, -1.8], [0.0, 0.0, -0.1], [0.0, -0.2, -0.1], [0.0, 0.9, 0.2], [0.0, 0.1, 0.0], [-1.8, 1.8, -0.7], [1.3, -2.3, 1.9], [0.1, 0.0, -0.2], [-2.1, 1.4, 0.9], [0.0, -0.2, 0.1], [0.0, 0.1, 0.0], [0.0, 0.1, 0.1], [2.4, -0.4, -1.1], [-2.2, 1.6, 0.9], [0.2, -0.1, 0.2], [0.0, 0.1, 0.0], [0.0, -0.1, 0.0], [3.2, -0.9, -0.9], [0.2, 0.0, 2.6], [2.0, -1.3, 0.6], [1.3, 3.5, 3.8], [-0.3, 0.0, -0.3], [0.1, -0.1, -0.1], [0.4, 0.1, 0.0], [0.0, 0.0, -0.1], [0.0, 0.0, 0.1], [-0.2, 0.0, -0.3], [0.3, -0.1, -0.2], [0.0, 0.0, 0.0], [0.3, 0.0, 0.1], [-0.1, -0.1, 0.1], [-1.6, -1.4, -0.9], [-1.9, 0.7, -0.2], [-0.5, -0.2, 0.8], [-0.1, -0.2, 0.3], [-0.2, 0.2, 0.1], [-0.3, 0.1, 0.1], [0.1, 0.1, -0.1], [0.1, -0.3, 0.1], [-0.1, 0.0, -0.1], [-0.2, -0.7, -0.5], [0.5, -0.8, -2.3], [-2.3, 0.0, 0.4], [-0.1, -0.2, 0.0], [-0.1, 0.0, -0.1], [0.8, 0.2, -0.2], [-1.4, -0.6, -1.8], [0.2, 0.1, 0.0], [-0.3, -0.1, 0.0], [0.4, -3.1, -3.6], [-1.8, -1.5, 0.7], [0.1, 0.3, 0.2], [-0.6, -0.8, 0.2], [0.0, -0.1, 0.1], [0.1, 0.0, 0.0], [-5.6, -1.0, 0.6], [-0.2, 0.1, 0.3], [2.1, 1.2, 0.2], [0.0, -0.1, 0.0], [0.8, 0.9, 2.0], [3.7, -3.4, -3.2], [0.0, 0.3, 0.1], [-0.1, 0.1, 0.0], [0.8, -0.4, -0.3], [1.8, -0.3, 1.7], [-0.2, 0.1, 0.3], [0.3, -0.2, 0.1], [-0.3, 0.2, 0.0], [0.0, 0.0, 0.1], [0.0, 0.3, 0.2], [1.3, -0.1, 2.2], [-0.6, -2.8, -1.1], [0.1, -0.1, -0.1]],
  "mulliken_charge": [0.246, 0.270, -0.585, 0.305, 0.377, -0.117, -0.520, 0.025, 0.235, 0.284, 0.339, 0.356, -0.669, 0.185, -0.733, 0.368, 0.304, -1.471, 0.339, -0.952, 0.451, 0.274, 0.249, 0.211, 0.368, 0.309, 0.307, 0.337, 0.182, 0.370, 0.402, 0.249, 0.252, -0.377, -0.560, 0.301, 0.472, 0.312, -0.311, 0.402, 0.265, -0.100, 0.236, 0.305, -0.234, 0.317, 0.305, 0.399, 0.272, 0.243, 0.278, -0.293, -1.145, 0.248, 0.106, 0.236, 0.187, 0.217, -0.240, -0.933, 0.421, -0.716, -1.308, 0.380, -1.006, -0.681, 0.360, -0.516, 0.315, 0.309, -0.173, -0.809, 0.391, 0.443, 0.242, 0.267, 0.327, -1.466, -0.436, 0.325, 0.178, 0.257, 0.323, -0.915, 0.286, -0.377, -1.019, -0.430, 0.244, 0.121, -0.264, 0.373, 0.378, 0.482, -0.968, 0.203, 0.214, 0.218, 0.321, -0.135, 0.442, -0.629, 0.211, 0.125, -0.690, -0.409, 0.306, 0.274, 0.350, 0.146, 0.263]
}

| no. | electronic energy (eV) | M (g/mol) |
| --- | --- | --- |
| 1 | -36785.9244 | 399.5 |
| 2 | -38643.7487 | 470.4 |
| 3 | -71133.3417 | 649.1 |